1.
Computed, not measured: a 3-piece molecular cluster, C4H8N4 overall, with ωB97M-V/def2-TZVPD.

**Kohn-Sham gap**: 9.1 eV
**Total charge**: 0
**Highest occupied orbital energy**: -8.62 eV
**Lowest unoccupied orbital energy**: 0.01892 Ha
**Spin multiplicity**: 1

Positions of all 16 atoms, in Å:
C  0.283  -1.015  0.051
C  -1.650  -0.206  0.616
C  -1.402  1.241  0.760
C  -1.264  0.497  -0.672
H  1.613  0.700  -0.355
H  3.212  -0.548  -1.093
H  1.759  -1.295  1.504
H  -2.649  -0.607  0.701
H  -2.164  2.025  0.804
H  -0.325  1.395  0.950
H  -2.007  0.767  -1.569
H  0.788  0.194  -1.731
N  2.658  -0.336  -0.142
N  1.662  -1.580  0.092
N  -0.653  -1.150  0.945
N  0.140  -0.082  -0.861


2.
Computed, not measured: C4H8N4 in the gas phase, with ωB97M-V/def2-TZVPD.

**SMILES**: NNC1=N[C@H]2C[C@H]2N1
**Kohn-Sham gap**: 8.8 eV
**Total charge**: 0
**Highest occupied orbital energy**: -8.01 eV
**Lowest unoccupied orbital energy**: 0.03037 Ha
**Spin multiplicity**: 1

Positions of all 16 atoms, in Å:
C  -0.196  0.028  -0.819
C  -0.497  -1.631  0.525
C  0.723  -1.352  1.372
C  -0.353  -0.340  1.408
H  1.161  2.082  -1.006
H  -0.350  2.705  -1.376
H  0.107  0.438  -2.811
H  -1.190  -2.521  0.678
H  0.817  -2.005  2.240
H  1.626  -1.154  0.848
H  -1.014  -0.231  2.293
H  -0.482  1.597  0.656
N  0.402  2.122  -1.721
N  -0.073  0.819  -1.876
N  -0.434  -1.236  -0.839
N  -0.248  0.678  0.428


Which one sits at the bottom of the stability order? 1 does.


1.
Computed, not measured: a 2-piece molecular cluster, C4H8N4 overall, with ωB97M-V/def2-TZVPD.

**Kohn-Sham gap**: 9.8 eV
**Total charge**: 0
**Highest occupied orbital energy**: -8.82 eV
**Lowest unoccupied orbital energy**: 0.03473 Ha
**Spin multiplicity**: 1

Positions of all 16 atoms, in Å:
C  -0.885  -0.436  -0.722
C  -0.403  -0.814  -1.871
C  1.674  -0.531  1.628
C  -1.904  1.240  0.540
N  1.364  1.417  0.201
N  1.270  2.546  -0.017
N  1.594  0.295  0.502
N  -1.434  -0.120  0.306
H  0.626  -0.699  -1.990
H  -1.047  -1.187  -2.710
H  2.633  -1.053  1.693
H  1.693  0.189  2.513
H  0.754  -1.221  1.655
H  -1.275  1.945  -0.004
H  -2.930  1.266  0.236
H  -1.856  1.485  1.618


2.
Computed, not measured: C4H8N4 in the gas phase, with ωB97M-V/def2-TZVPD.

**SMILES**: C[C@H]1N=NC=C1NN
**Kohn-Sham gap**: 9.0 eV
**Total charge**: 0
**Highest occupied orbital energy**: -8.37 eV
**Lowest unoccupied orbital energy**: 0.02137 Ha
**Spin multiplicity**: 1

Positions of all 16 atoms, in Å:
C  -1.602  1.382  -0.325
C  -1.090  0.204  0.471
C  0.161  -1.646  -0.124
C  0.248  -0.321  0.154
H  -1.238  2.283  0.189
H  -1.432  1.462  -1.403
H  -2.670  1.472  -0.147
H  -1.227  0.448  1.513
H  0.908  -2.333  -0.445
H  1.438  1.367  0.428
H  3.240  -0.231  -0.626
H  2.336  -1.209  0.210
N  -1.923  -1.086  0.177
N  -1.182  -2.022  -0.150
N  1.419  0.467  -0.060
N  2.614  -0.235  0.135


Which one sits at the bottom of the stability order? 1 does.


1.
Computed, not measured: C4H8N4 in the gas phase, with ωB97M-V/def2-TZVPD.

**SMILES**: Cc1nnn(N)c1C
**Kohn-Sham gap**: 9.4 eV
**Total charge**: 0
**Highest occupied orbital energy**: -8.51 eV
**Lowest unoccupied orbital energy**: 0.03291 Ha
**Spin multiplicity**: 1

Positions of all 16 atoms, in Å:
C  -0.303  1.327  0.954
C  1.189  0.759  -1.929
N  -0.636  -1.129  0.605
C  -0.100  0.042  0.235
C  0.579  -0.199  -0.969
N  -1.307  -1.348  1.802
N  -0.151  -2.181  -0.406
N  0.492  -1.516  -1.232
H  -2.041  -2.010  1.639
H  -0.665  -1.743  2.494
H  0.644  1.796  1.153
H  -0.911  2.031  0.359
H  -0.803  1.172  1.913
H  2.177  0.443  -2.190
H  1.255  1.761  -1.520
H  0.579  0.795  -2.908


2.
Computed, not measured: C4H8N4 in the gas phase, with ωB97M-V/def2-TZVPD.

**SMILES**: [H]/N=C1/C(N)=N[C@]1(C)N
**Kohn-Sham gap**: 9.7 eV
**Total charge**: 0
**Highest occupied orbital energy**: -8.72 eV
**Lowest unoccupied orbital energy**: 0.03762 Ha
**Spin multiplicity**: 1

Positions of all 16 atoms, in Å:
C  -1.804  -0.117  -0.800
C  1.012  0.892  0.304
C  -0.697  -0.286  0.212
N  2.067  1.717  0.363
N  -0.972  -1.234  1.231
N  -0.203  0.952  0.741
N  1.909  -0.997  -0.970
C  0.937  -0.415  -0.374
H  1.885  2.683  0.597
H  2.813  1.508  -0.292
H  -1.941  -1.313  1.518
H  -0.283  -1.245  1.978
H  1.614  -1.941  -1.243
H  -1.655  -0.753  -1.675
H  -1.889  0.904  -1.190
H  -2.794  -0.355  -0.399


3.
Computed, not measured: C4H8N4 in the gas phase, with ωB97M-V/def2-TZVPD.

**Kohn-Sham gap**: 8.6 eV
**Total charge**: 0
**Highest occupied orbital energy**: -7.72 eV
**Lowest unoccupied orbital energy**: 0.03170 Ha
**Spin multiplicity**: 1

Positions of all 16 atoms, in Å:
C  -0.887  -0.692  0.113
C  0.103  1.156  0.184
C  -2.226  -0.620  -0.053
C  -0.361  2.374  0.106
N  -0.121  -1.785  0.118
N  1.392  0.900  -0.225
N  1.292  -1.563  -0.224
N  1.768  -0.324  0.363
H  -2.877  -1.442  0.014
H  -2.778  0.336  -0.025
H  0.234  3.224  0.029
H  -1.298  2.504  0.588
H  -0.347  -2.536  -0.544
H  1.547  1.130  -1.280
H  1.734  -2.280  0.380
H  2.824  -0.383  0.457


Which one sits at the bottom of the stability order? 3 does.


1.
Computed, not measured: C4H8N4 in the gas phase, with ωB97M-V/def2-TZVPD.

**SMILES**: [H]/N=C1/NCCN1N=C
**Kohn-Sham gap**: 10.1 eV
**Total charge**: 0
**Highest occupied orbital energy**: -9.04 eV
**Lowest unoccupied orbital energy**: 0.03765 Ha
**Spin multiplicity**: 1

Positions of all 16 atoms, in Å:
C  -2.586  -0.087  -0.345
C  0.621  -1.303  0.080
C  1.956  -0.440  0.041
C  0.106  1.026  0.028
H  -2.510  1.133  -0.110
H  -3.405  -0.814  -0.668
H  0.565  -1.748  -0.887
H  0.686  -2.056  0.924
H  2.374  -0.384  1.135
H  2.627  -0.861  -0.591
H  2.026  1.699  -0.564
H  -1.324  2.017  0.789
N  -1.644  -0.904  0.046
N  -0.407  -0.278  0.411
N  1.382  0.831  -0.545
N  -0.466  2.170  0.255


2.
Computed, not measured: C4H8N4 in the gas phase, with ωB97M-V/def2-TZVPD.

**SMILES**: [H]/N=C1/NNC[C@]12CN2
**Kohn-Sham gap**: 9.6 eV
**Total charge**: 0
**Highest occupied orbital energy**: -8.83 eV
**Lowest unoccupied orbital energy**: 0.02799 Ha
**Spin multiplicity**: 1

Positions of all 16 atoms, in Å:
C  -0.272  -0.075  -0.984
C  1.404  0.212  0.848
C  -0.112  0.299  0.512
C  -1.224  -0.267  1.391
H  -1.957  0.877  -1.691
H  1.443  -1.000  -2.029
H  2.703  -0.588  -0.031
H  1.254  0.004  1.907
H  1.978  1.184  0.494
H  -2.183  -0.784  1.157
H  -1.010  -0.509  2.395
H  -2.226  1.033  0.382
N  -1.219  0.083  -1.860
N  0.996  -0.531  -1.188
N  1.685  -0.988  0.001
N  -1.288  1.259  1.163


Which one sits at the bottom of the stability order? 2 does.